1.
Below is a structure of composition C30H32F2KNO4PS, with properties calculated with ωB97M-V/def2-TZVPD.

Last column: Löwdin charge in e.
CARTESIAN COORDINATES (ANGSTROEM)
K  0.89  3.06  3.79  1.021
S  -4.00  -0.53  1.84  0.242
P  -4.41  1.27  1.20  0.489
F  4.10  0.27  0.06  0.146
F  -6.23  2.60  -0.83  -0.043
O  0.53  2.98  -2.35  0.154
O  3.15  -0.32  2.39  -0.012
O  -1.66  2.14  1.99  0.055
O  -1.81  0.24  4.09  -0.107
N  2.83  0.48  -2.87  0.150
C  4.03  2.97  -3.40  -0.035
C  3.99  1.94  -4.31  -0.069
C  2.85  1.48  -2.03  -0.271
C  0.25  1.28  0.78  -0.014
C  2.83  0.59  0.28  -0.152
C  2.63  -2.55  1.32  -0.285
C  1.00  0.64  1.79  -0.093
C  2.31  0.29  1.51  -0.193
C  2.90  -1.73  2.60  -0.122
C  3.42  0.72  -4.04  -0.115
C  -2.06  1.79  -0.31  -0.073
C  0.04  2.26  -1.52  -0.243
C  3.42  2.72  -2.19  -0.016
C  1.12  -2.89  1.22  -0.044
C  -2.09  2.16  -2.70  0.053
C  -3.45  1.62  -0.33  -0.235
C  -4.13  2.15  -4.07  -0.023
C  -4.11  1.74  -1.55  -0.119
C  -6.15  0.20  -1.26  -0.035
C  0.83  1.56  -0.45  -0.014
C  2.15  1.22  -0.71  -0.012
C  3.22  -4.63  2.77  -0.069
C  0.44  0.33  3.20  -0.140
C  -1.20  1.75  0.94  -0.245
C  -0.89  -0.42  3.21  -0.268
C  -1.44  2.04  -1.51  -0.084
C  3.40  -3.91  1.41  -0.367
C  -3.46  2.01  -2.74  -0.178
C  -5.63  1.61  -1.62  -0.333
C  2.90  -4.88  0.30  -0.073
H  3.83  -2.12  3.04  0.129
H  3.43  -0.07  -4.78  0.114
H  -4.94  2.88  -4.08  0.095
H  -6.19  -0.36  -2.19  0.091
H  -4.56  1.19  -4.38  0.100
H  -1.38  -0.44  2.24  0.043
H  0.83  -3.17  0.21  0.082
H  0.48  -2.05  1.51  0.060
H  0.28  1.28  3.73  -0.030
H  -4.09  2.30  2.09  0.002
H  2.13  -1.92  3.35  0.118
H  -7.14  0.30  -0.83  0.097
H  1.15  -0.27  3.76  0.109
H  4.43  2.09  -5.29  0.111
H  0.85  -3.73  1.86  0.086
H  -5.49  -0.35  -0.58  0.023
H  -3.43  2.44  -4.86  0.086
H  4.49  3.93  -3.63  0.116
H  3.68  -5.59  0.01  0.083
H  2.47  -4.36  -0.55  0.073
H  -5.98  1.80  -2.63  0.120
H  2.11  -5.49  0.75  0.075
H  -1.77  -0.19  4.95  0.097
H  3.41  3.47  -1.41  0.127
H  2.33  -4.25  3.29  0.072
H  -0.81  -1.46  3.55  0.130
H  -5.79  1.35  0.95  -0.006
H  -1.56  2.39  -3.61  0.138
H  4.45  -3.68  1.18  0.134
H  3.00  -2.08  0.40  0.140
H  4.06  -4.36  3.42  0.077
H  3.20  -5.71  2.66  0.081

Total charge ... +1
Multiplicity ... 1
E_HOMO ... -10.558 eV

=====

2.
Below is a structure of composition C30H32HfN4OS4, with properties calculated with ωB97M-V/def2-TZVPD.

Last column: Löwdin charge in e.
CARTESIAN COORDINATES (ANGSTROEM)
Hf  0.82  0.65  -0.26  1.111
S  -1.14  -0.94  -1.13  0.916
S  1.02  2.78  1.34  0.967
S  -0.06  -0.15  1.93  0.633
S  1.43  0.13  -2.70  0.662
O  2.10  -1.17  -0.11  -0.279
N  -3.04  2.25  0.79  0.207
N  -0.70  2.16  -1.08  -0.024
N  -4.84  3.37  2.06  -0.201
N  3.04  1.50  -0.37  -0.087
C  3.77  0.30  1.68  -0.125
C  -3.89  2.77  1.37  -0.274
C  -2.47  2.63  -2.62  0.003
C  0.78  -1.49  -3.01  -0.653
C  -0.28  2.56  2.53  -0.528
C  -5.08  4.80  1.92  -0.028
C  3.98  -1.21  1.46  -0.132
C  -1.73  3.43  4.22  -0.060
C  0.87  -3.58  -4.19  -0.045
C  -1.66  1.74  -1.94  -0.327
C  -0.22  -4.06  -3.48  -0.052
C  -2.33  3.99  -2.41  0.008
C  1.37  -2.31  -3.96  -0.092
C  -0.83  -3.25  -2.54  -0.076
C  5.61  2.38  -0.88  -0.001
C  -0.77  3.64  3.25  -0.084
C  0.37  4.00  0.18  -0.343
C  3.31  2.30  -1.42  -0.177
C  -1.92  0.29  -2.22  -0.342
C  -0.33  -1.97  -2.31  -0.543
C  5.34  1.57  0.21  0.017
C  -1.65  1.06  3.78  -0.098
C  -1.40  4.41  -1.48  -0.001
C  4.57  2.77  -1.71  -0.016
C  -5.79  2.58  2.85  -0.026
C  -0.62  3.48  -0.83  -0.315
C  2.71  -1.91  0.99  -0.168
C  -2.16  2.13  4.49  -0.055
C  -0.70  1.26  2.79  -0.651
C  4.04  1.15  0.46  -0.262
H  4.26  -1.67  2.41  0.133
H  -5.80  2.94  3.88  0.093
H  1.34  -4.21  -4.94  0.120
H  -0.39  4.64  3.07  0.116
H  -6.06  4.98  1.47  0.096
H  2.62  -1.21  -0.93  0.079
H  -0.09  4.81  0.75  0.094
H  -6.79  2.66  2.44  0.095
H  4.81  -1.40  0.78  0.129
H  -5.48  1.54  2.85  0.095
H  -1.69  -3.60  -1.98  0.116
H  -3.00  0.13  -2.15  0.103
H  2.89  -2.93  0.64  0.140
H  2.48  2.56  -2.06  0.086
H  1.96  -1.93  1.78  0.084
H  2.22  -1.95  -4.52  0.112
H  -1.61  0.05  -3.24  0.107
H  -2.95  4.70  -2.94  0.132
H  4.72  3.40  -2.57  0.126
H  2.77  0.48  2.07  0.072
H  -1.99  0.05  4.00  0.114
H  1.24  4.44  -0.31  0.099
H  -2.90  1.96  5.26  0.119
H  -3.22  2.25  -3.29  0.138
H  -1.27  5.46  -1.25  0.134
H  -0.61  -5.06  -3.67  0.119
H  4.46  0.64  2.45  0.132
H  -2.11  4.26  4.80  0.117
H  6.62  2.71  -1.07  0.130
H  -5.04  5.28  2.89  0.093
H  6.13  1.28  0.89  0.135
H  -4.31  5.23  1.28  0.087

Energy relative to the best compared isomer or geometry (same formula, charge and spin) ... 9.1 kcal per mole
Total charge ... +2
Multiplicity ... 1
E_HOMO ... -13.146 eV

=====

3.
Below is a structure of composition C30H33ClGeN3O3S2Sc, with properties calculated with ωB97M-V/def2-TZVPD.

Last column: Löwdin charge in e.
CARTESIAN COORDINATES (ANGSTROEM)
Ge  -0.54  3.94  1.51  0.821
Sc  1.93  -1.61  0.25  0.738
Cl  -3.44  1.30  -5.36  0.653
S  3.78  -0.10  1.37  0.686
S  3.61  -3.09  1.45  0.666
O  5.32  -1.72  2.77  -0.190
O  2.85  -0.60  -3.64  0.098
O  2.14  -1.06  -1.58  -0.192
N  0.20  -2.94  0.25  -0.087
N  -0.74  -2.81  1.17  0.066
N  0.50  -0.92  1.84  0.014
C  -0.56  -1.76  1.99  -0.346
C  4.31  -1.61  1.93  -1.239
C  -1.47  2.11  -0.68  -0.334
C  -1.37  -0.48  3.86  -0.057
C  0.63  0.02  -3.07  -0.079
C  -2.10  3.64  2.65  -0.217
C  -2.37  -1.03  -1.08  -0.086
C  -1.51  -1.55  3.02  -0.009
C  -0.25  2.54  0.15  -0.229
C  0.62  0.12  2.69  -0.171
C  -1.12  -4.83  -0.60  -0.028
C  -2.73  -0.06  -0.04  -0.075
C  -0.30  -6.03  -2.53  -0.093
C  5.98  -0.54  3.24  -0.082
C  -0.28  0.39  3.69  -0.074
C  1.98  -0.56  -2.80  -0.525
C  -0.85  0.76  -4.95  -0.069
C  -2.20  1.54  -3.02  -0.062
C  1.08  4.03  2.62  -0.209
C  -0.01  -3.99  -0.65  -0.272
C  -0.79  5.63  0.55  -0.216
C  -1.34  -0.95  -1.92  -0.035
C  -1.06  1.56  -2.05  -0.225
C  -2.04  1.19  -4.31  -0.647
C  -0.36  0.19  -1.96  -0.207
C  0.95  -4.18  -1.66  -0.039
C  0.80  -5.20  -2.58  -0.077
C  0.35  0.31  -4.38  -0.013
C  -1.26  -5.84  -1.54  -0.083
C  -2.36  1.21  0.13  -0.050
H  0.19  0.18  -1.01  0.117
H  0.52  2.95  -0.52  0.084
H  5.28  0.09  3.78  0.085
H  -3.42  -0.45  0.70  0.101
H  -3.02  3.73  2.08  0.019
H  1.81  -3.52  -1.73  0.089
H  -1.66  5.57  -0.10  0.016
H  -3.18  1.84  -2.67  0.118
H  1.55  -5.33  -3.35  0.108
H  -0.42  -6.83  -3.26  0.100
H  -1.86  -4.68  0.17  0.099
H  1.19  3.13  3.22  -0.004
H  -2.99  -1.92  -1.12  0.107
H  0.08  5.87  -0.06  0.020
H  1.03  4.88  3.30  0.020
H  1.97  4.14  1.99  0.022
H  -2.77  1.70  1.01  0.085
H  -0.96  6.45  1.26  0.018
H  -2.12  4.39  3.44  0.021
H  1.48  0.75  2.55  0.058
H  0.20  1.66  0.63  0.043
H  -2.32  -2.25  3.10  0.117
H  -1.19  -1.76  -2.63  0.128
H  1.15  0.10  -5.08  0.120
H  -2.12  -6.49  -1.49  0.103
H  -2.06  3.02  -0.89  0.138
H  -0.32  2.27  -2.45  0.158
H  6.77  -0.90  3.90  0.097
H  6.41  0.01  2.40  0.084
H  -0.88  0.76  -6.04  0.094
H  -2.09  -0.30  4.65  0.111
H  -0.12  1.25  4.34  0.102
H  -2.08  2.65  3.12  -0.002

Energy relative to the best compared isomer or geometry (same formula, charge and spin) ... 21.7 kcal per mole
Total charge ... 0
Multiplicity ... 1
E_HOMO (spin up / spin down) ... -7.672 / -7.066 eV